No. 1
12
Properties=species:S:1:pos:R:3:forces:R:3:mulliken_charge:R:1 method="wB97M-V/def2-TZVPD" relative_energy_kj_mol=519.2 homo_ev="-7.3 / -7.4" orbital_gap_ha="0.2240 / 0.2331" e_lumo_ev="-1.17 / -1.07"
O 0.064264 -1.030414 -1.692085 1.0459 0.5202 1.0578 -0.1817
N -0.342047 0.416401 -1.591760 0.1074 -1.2487 -0.7390 -0.5506
C 0.949167 -1.110531 0.532946 0.0524 0.4044 0.2883 -0.5418
C 0.779689 -1.595432 -0.751626 1.0698 -2.0506 -2.2856 0.1195
C -0.491622 0.735119 -0.299971 -0.7627 -0.9829 2.0063 0.8743
C 0.118641 -0.046219 0.779682 0.5181 2.0745 -0.4007 -0.1674
C -1.267277 1.772295 0.203716 0.5581 0.2365 1.9153 -0.8864
H 1.319841 -2.569263 -1.165779 -1.3852 2.0512 1.0524 0.3052
H -1.717709 2.599409 -0.350328 0.0875 -0.5576 0.2045 0.3295
H -1.233197 1.744876 1.355884 -0.4217 0.8533 -2.1460 0.1464
H 0.113868 0.535213 1.719880 -0.0770 -1.0662 -0.3154 0.2157
H 1.706382 -1.451454 1.259439 -0.7928 -0.2342 -0.6379 0.3374

=====

No. 2
61
Properties=species:S:1:pos:R:3:forces:R:3:mulliken_charge:R:1 method="wB97M-V/def2-TZVPD" charge=-1 spin_multiplicity=3 s2=2.003 homo_ev="-3.3 / -3.2" orbital_gap_ha="0.2136 / 0.2133" e_lumo_ev="2.56 / 2.56"
Tm -0.353855 -0.347111 0.403957 -0.5457 1.3158 0.8935 0.3530
Te -1.999019 -1.199821 2.638844 0.0206 -0.2878 0.1548 -0.4758
Si 0.931324 1.266410 4.596563 -0.7075 -0.1323 -0.6013 0.4758
Si -2.905240 1.451087 5.107701 0.7443 -0.4848 -0.3701 0.2560
Si -1.092183 0.063953 4.581630 -0.2585 -0.0288 0.3597 0.0114
Si -0.931969 -1.636926 6.194826 -0.1338 0.7210 -0.7695 0.3857
N 0.854586 1.469038 0.557747 0.4113 -0.4354 1.6449 -0.2638
C -2.753936 2.121725 6.857571 -0.3676 0.3501 0.1492 -1.0216
C -0.910442 -0.947154 7.945649 0.0639 -0.3480 0.3625 -0.9844
C -2.407538 -2.791101 6.009275 0.0979 -0.3291 0.2487 -1.0331
C 0.691599 2.570456 -1.594922 -0.8785 -0.6376 1.1043 -1.4112
C -4.497476 0.461763 4.953875 -0.2807 0.2124 0.0788 -1.0177
C 0.670904 -2.568969 5.864941 0.0067 -0.3821 0.2546 -1.0562
C -0.379169 -1.158925 -1.972994 0.6347 -0.6868 -0.0487 -0.3236
C -1.337323 1.646770 -0.450025 0.3938 -0.7051 0.0270 -0.8987
C 1.252186 -2.010906 -0.551384 -0.6235 -0.3237 -0.9583 -0.6095
C 2.316659 0.174706 3.940301 0.3549 0.0664 0.0465 -0.8413
C 0.034758 -2.740172 -0.329551 0.1023 0.1154 -0.7161 -0.4911
C 1.275170 1.744906 6.386928 0.2967 0.0926 0.1260 -1.0419
C 1.002130 -1.053181 -1.591127 -0.3331 -0.8367 -0.2389 -0.1860
C -2.924117 2.871257 3.870579 -0.3661 0.1756 0.1154 -0.7708
C 0.116267 1.979729 -0.465974 0.4052 1.6450 -2.7296 0.9819
C 0.803692 2.815613 3.534454 0.3117 0.1322 0.1267 -0.5331
C -0.974688 -2.203807 -1.193805 0.9206 -0.3462 -0.2535 -0.6040
H 2.218547 -2.205720 -0.085342 -0.3627 0.1104 -0.0647 0.4652
H -2.814681 1.337141 7.621041 0.0094 0.1570 -0.2003 0.2470
H -3.602428 2.806292 7.007204 0.1695 -0.0301 0.1854 0.4159
H -1.800619 1.785060 -1.428042 -0.0394 0.1549 0.2340 0.2186
H 0.767077 -2.863182 4.810972 -0.1056 0.1023 0.2138 0.2838
H 2.362572 -0.799627 4.441250 -0.0271 0.2155 -0.0908 0.2437
H -1.829254 2.690666 7.016112 -0.1675 -0.1234 -0.0676 0.2523
H 2.225400 -0.001053 2.858949 -0.0709 0.1042 0.2344 0.1306
H -1.911650 2.090422 0.373748 0.2203 -0.0259 -0.0888 -0.0270
H -0.090017 -3.584344 0.347206 -0.0206 0.4184 -0.0660 0.4587
H -0.095718 -0.234162 8.120730 -0.1928 -0.1469 -0.0673 0.2215
H -0.764843 -1.803890 8.621622 -0.0240 0.2348 0.0776 0.3683
H -2.123495 3.599203 4.054068 -0.2050 -0.1839 -0.0239 0.3141
H -2.221291 -3.668155 6.647676 -0.1973 0.0597 -0.0828 0.3743
H 1.766305 2.687602 -1.677640 0.0038 -0.0580 -0.1223 0.2865
H 0.477072 2.361530 6.820384 0.1291 -0.1556 -0.1331 0.2251
H -2.536457 -3.135913 4.975019 0.0975 0.1463 0.2563 0.2516
H 2.200416 2.340126 6.396624 -0.1368 -0.0664 0.1029 0.3929
H -3.344720 -2.318933 6.332745 0.2143 -0.0668 -0.0495 0.2520
H 1.752898 -0.424616 -2.077589 -0.4785 -0.0135 0.4449 0.3356
H -2.841667 2.517783 2.833745 0.0134 0.0036 0.2569 -0.0067
H -5.334318 1.162151 5.093692 -0.0040 -0.1993 -0.0101 0.3782
H 1.820265 1.785930 0.622633 -0.3383 -0.0406 -0.4390 0.0905
H 1.746764 3.377941 3.626852 -0.1595 -0.0114 -0.0485 0.3679
H 0.031351 2.790391 -2.426772 0.2521 0.3571 0.0351 0.2968
H 0.671594 2.549234 2.473006 -0.0529 0.0249 0.3566 -0.1116
H -0.865224 -0.606104 -2.780540 0.2216 -0.0855 0.5171 0.3844
H 0.652208 -3.483974 6.475879 0.2036 0.0718 -0.1334 0.3944
H -4.596425 -0.007073 3.966901 0.0965 0.1465 0.2161 0.2717
H -1.997670 -2.572970 -1.289745 0.3615 0.2469 0.1639 0.4106
H -1.858015 -0.464271 8.214532 0.2040 -0.1369 -0.0907 0.2581
H -0.012848 3.481855 3.840395 0.1914 -0.1826 -0.0076 0.2007
H 1.430330 0.874796 7.037283 -0.0236 0.1595 -0.1562 0.2022
H -3.890534 3.386746 3.979895 0.1850 0.0661 -0.1432 0.3689
H 3.271863 0.692772 4.114751 -0.0645 -0.1594 -0.1004 0.3712
H -4.576911 -0.324416 5.715060 0.0485 0.1467 -0.1106 0.2589
H 1.558802 -1.985979 6.143436 -0.2204 -0.1025 -0.0048 0.2532

=====

Values for max |F|, eV Å⁻¹, ordered as above
3.25 3.21